Entry 1:
DFT (ωB97M-V/def2-TZVPD) results for the ion C20H23F2 with charge +1 at a distorted geometry.

Positions of all 45 atoms, in Å:
C (-2.579, -2.698, -1.919)
C (-2.250, -1.779, -0.703)
C (-3.167, -0.549, -0.736)
C (-2.707, -2.768, 0.398)
C (-0.806, -1.438, -0.606)
C (0.024, -2.678, -0.505)
C (-0.115, -0.162, -0.750)
H (-2.031, -3.646, -1.821)
H (-3.669, -2.908, -1.928)
H (-2.300, -2.232, -2.870)
H (-3.067, 0.070, 0.166)
H (-2.918, 0.059, -1.615)
H (-4.224, -0.843, -0.827)
H (-2.584, -2.416, 1.426)
H (-3.769, -3.054, 0.298)
H (-2.151, -3.700, 0.312)
H (-0.482, -3.648, -0.464)
H (0.710, -2.728, -1.381)
H (0.726, -2.713, 0.354)
H (0.946, -0.453, -1.204)
H (-0.827, 0.606, -1.166)
F (3.556, -1.180, 4.476)
C (2.809, -0.618, 3.484)
C (1.429, -0.883, 3.459)
C (0.728, -0.305, 2.387)
C (1.375, 0.451, 1.399)
C (0.373, 1.002, 0.374)
C (0.861, 2.197, -0.514)
C (-0.197, 3.009, -0.970)
C (0.021, 4.164, -1.712)
C (1.341, 4.562, -1.843)
F (1.638, 5.720, -2.525)
C (2.440, 3.770, -1.504)
C (2.176, 2.549, -0.877)
C (2.785, 0.590, 1.445)
C (3.511, 0.016, 2.473)
H (0.918, -1.362, 4.275)
H (-0.359, -0.398, 2.373)
H (-0.549, 1.335, 0.967)
H (-1.226, 2.798, -0.674)
H (-0.792, 4.815, -2.008)
H (3.481, 4.099, -1.551)
H (3.024, 1.901, -0.602)
H (3.302, 1.199, 0.698)
H (4.594, 0.246, 2.511)

Total charge = +1
ΔE to the lowest compared entry with this formula, charge and spin = 0.0934 eV
Energy = -975.27446 hartree
HOMO level = -12.2051 eV

---

Entry 2:
DFT (ωB97M-V/def2-TZVPD) results for a structure of composition C8H26FFeO5S3 at a distorted geometry.

Positions of all 44 atoms, in Å:
Fe (-31.138, -2.878, 12.184)
F (-33.106, -2.996, 12.736)
C (-32.818, -3.090, 9.288)
O (-31.706, -3.507, 10.084)
H (-32.320, -2.876, 8.342)
H (-33.627, -3.786, 9.066)
H (-33.289, -2.165, 9.619)
H (-31.450, -4.326, 9.653)
C (-30.664, -2.548, 15.204)
O (-30.445, -1.964, 13.947)
H (-31.689, -2.898, 15.327)
H (-30.032, -3.406, 15.434)
H (-30.574, -1.812, 16.002)
H (-29.978, -1.172, 14.223)
C (-29.961, -6.183, 14.722)
S (-30.059, -6.150, 12.908)
O (-30.603, -4.728, 12.645)
C (-31.442, -7.367, 12.841)
H (-30.872, -5.997, 15.290)
H (-29.260, -5.389, 14.979)
H (-29.508, -7.138, 14.989)
H (-31.105, -8.306, 13.278)
H (-31.678, -7.607, 11.804)
H (-32.326, -6.976, 13.345)
C (-30.959, 1.754, 11.176)
S (-32.083, 0.277, 11.134)
O (-31.241, -0.954, 11.358)
C (-32.796, 0.816, 12.768)
H (-30.299, 1.774, 12.043)
H (-31.724, 2.531, 11.195)
H (-30.421, 1.828, 10.231)
H (-33.385, -0.034, 13.114)
H (-33.380, 1.727, 12.643)
H (-32.044, 0.908, 13.551)
C (-27.111, -1.137, 11.366)
S (-28.101, -2.568, 10.665)
O (-29.255, -2.856, 11.612)
C (-28.787, -1.843, 9.095)
H (-26.369, -0.881, 10.609)
H (-26.679, -1.431, 12.323)
H (-27.815, -0.319, 11.514)
H (-29.190, -0.848, 9.287)
H (-29.584, -2.520, 8.787)
H (-27.960, -1.781, 8.387)

Total charge = +1
ΔE to the lowest compared entry with this formula, charge and spin = 1.4031 eV
<S²> = 6.01
Energy = -3254.45362 hartree
2S+1 = 5
HOMO level (alpha / beta) = -11.4508 / -9.9906 eV

---

Entry 3:
DFT (ωB97M-V/def2-TZVPD) results for a cluster of 2 separate species, CHFO2 in total at a distorted geometry.

Positions of all 5 atoms, in Å:
C (0.999, 0.591, -2.026)
O (1.481, -0.407, -2.225)
O (-0.353, -0.279, 1.385)
F (-1.456, -0.214, 2.290)
H (-0.672, 0.310, 0.577)

ΔE to the lowest compared entry with this formula, charge and spin = 5.0086 eV
Energy = -288.90397 hartree
HOMO level = -11.8598 eV

---

Entry 4:
DFT (ωB97M-V/def2-TZVPD) results for a structure of composition C3H7N2 at a distorted geometry.

Positions of all 12 atoms, in Å:
C (-1.746, -0.079, 0.148)
C (-0.782, 0.986, 0.056)
C (0.105, -0.194, -0.337)
N (-0.966, -1.097, 0.020)
N (1.541, -0.489, 0.215)
H (-2.800, -0.209, 0.103)
H (-0.936, 1.903, -0.697)
H (-0.438, 1.173, 1.116)
H (0.471, -0.318, -1.542)
H (1.644, -0.546, 1.314)
H (2.228, 0.278, -0.115)
H (1.679, -1.409, -0.282)

Total charge = +1
ΔE to the lowest compared entry with this formula, charge and spin = 2.5450 eV
Energy = -227.66082 hartree
HOMO level = -15.0161 eV